The following is a DFT calculation (ωB97M-V with the def2-TZVPD basis set) of 2 unconnected molecules or ions with the total composition CH5NO2S.

Geometry as XYZ:
```
10
Properties=species:S:1:pos:R:3:forces:R:3
S -0.549 1.783 0.827 0.3838 -1.4242 -0.4002
O 1.792 -0.076 -1.623 1.0636 0.5947 0.0106
O 0.939 0.857 -2.299 -2.2213 -1.0689 1.3570
N -0.226 0.280 0.416 -0.9820 1.3501 0.7606
C -0.910 -0.752 1.163 -2.0332 -1.1811 1.3964
H 2.141 0.561 -0.976 0.2958 -0.6669 0.0692
H -1.843 -0.418 1.817 1.9469 -0.2576 -1.3922
H -0.213 -1.252 1.877 -0.1380 0.5155 -0.5709
H 0.141 0.620 -1.710 1.1239 1.0243 -1.5519
H -1.270 -1.602 0.507 0.5604 1.1141 0.3215
```
Positions in Å, forces in eV/Å.

Output
ΔE to the lowest compared entry with this formula, charge and spin ... 5.7398 eV
E_tot ... -644.33335 hartree
SMILES string ... CN=S.OO
Total charge ... 0
HOMO (spin up / spin down) ... -9.2 / -9.2 eV
Gap between HOMO and LUMO (spin up / spin down) ... 7.4 / 7.4 eV
LUMO energy (spin up / spin down) ... -0.066 / -0.066 Eh

The following is a DFT calculation (ωB97M-V with the def2-TZVPD basis set) of 2 unconnected molecules or ions with the total composition CH5NO2S.

Geometry as XYZ:
```
10
Properties=species:S:1:pos:R:3:forces:R:3
S 0.955 2.252 -0.121 0.1741 -0.0702 0.0877
O -2.175 -0.372 0.925 -1.5461 -1.9545 0.5443
O -2.815 -0.443 -0.406 0.5958 0.8879 0.4831
N 0.780 0.750 -0.441 0.0089 -1.1467 -0.0834
C 1.921 -0.172 -0.221 -1.3112 -1.7166 1.4503
H 2.147 -0.708 -1.173 -0.2418 0.4265 0.7267
H -2.552 0.445 -0.767 -0.1882 -1.0917 0.6315
H -2.672 -1.135 1.424 1.2014 2.1359 -1.6237
H 2.730 0.420 0.139 1.0908 0.1475 0.1906
H 1.681 -1.036 0.641 0.2164 2.3817 -2.4072
```
Positions in Å, forces in eV/Å.

Output
ΔE to the lowest compared entry with this formula, charge and spin ... 5.9670 eV
E_tot ... -644.32500 hartree
SMILES string ... CN=S.OO
Total charge ... 0
HOMO ... -8.4 eV
Gap between HOMO and LUMO ... 7.4 eV
LUMO energy ... -0.038 Eh

The following is a DFT calculation (ωB97M-V with the def2-TZVPD basis set) of a single CH5NO2S molecule.

Geometry as XYZ:
```
10
Properties=species:S:1:pos:R:3:forces:R:3
S -0.098 1.140 -0.323 1.4886 -1.3966 -1.2656
O 0.004 -1.588 -0.657 0.3408 -0.1567 2.2378
O -0.808 2.061 0.513 -1.3913 1.1866 1.4494
N 1.472 0.859 0.368 -0.0299 -0.3947 1.5105
C -0.887 -0.631 -0.188 1.2975 0.8742 3.6020
H -0.045 -1.420 -1.559 0.4992 -0.2688 -2.8891
H -1.740 -0.654 -0.783 -1.8353 0.5179 -0.8966
H 1.713 1.189 1.380 -1.3623 -0.6677 -2.3431
H -1.144 -0.792 0.918 0.4055 0.1338 -1.5547
H 1.533 -0.164 0.331 0.5872 0.1719 0.1494
```
Positions in Å, forces in eV/Å.

Output
ΔE to the lowest compared entry with this formula, charge and spin ... 2.5643 eV
E_tot ... -644.45005 hartree
Total charge ... 0
HOMO ... -8.8 eV
Gap between HOMO and LUMO ... 9.4 eV
LUMO energy ... 0.021 Eh

What are the maximum force values for these records? In order: 2.81; 3.39; 3.93 eV/A.